No. 1
The following is a DFT calculation (ωB97M-V/def2-TZVPD) of 4 unconnected molecules or ions with the total composition C2H14NO4 in a non-equilibrium geometry.

**Electronic energy**: -11974.7407 eV
**Total charge**: +1
**Lowest unoccupied orbital energy**: -2.87 eV
**Largest force on an atom**: 3.767 eV/A

Each line ends with the Löwdin charge.
Positions of all 21 atoms, in Å:
C 0.66510 1.68098 1.24718  -0.231
O 2.05670 1.85807 1.35622  -0.050
C 0.31944 1.26950 -0.20833  -0.137
N -0.89571 0.44783 -0.25273  0.111
H 0.17563 2.63886 1.53145  0.137
H 0.45680 0.86021 1.93241  0.122
H 2.38259 2.57235 0.80607  0.099
H 0.10956 2.11372 -0.86858  0.114
H 1.25468 0.80581 -0.53750  0.142
H -1.26958 0.29182 -1.18964  0.143
H -1.72297 0.65119 0.30482  0.163
H -0.72706 -0.58139 0.10623  0.100
H -3.09678 2.42016 -2.05303  0.072
H -1.79751 3.06520 -1.78360  0.061
O -2.22914 2.20724 -1.68033  -0.046
H 1.28035 -5.42858 0.46144  0.040
H 1.32144 -5.60296 -1.02962  0.060
O 1.31761 -4.90368 -0.34475  -0.066
H 0.48333 -1.82087 1.40675  0.096
H 0.04618 -2.67662 0.13709  0.083
O -0.13066 -1.86885 0.65846  -0.014

No. 2
The following is a DFT calculation (ωB97M-V/def2-TZVPD) of 5 unconnected molecules or ions with the total composition C2H14O4S2 in a non-equilibrium geometry.

**Electronic energy**: -32162.0622 eV
**Lowest unoccupied orbital energy**: 0.31 eV
**Largest force on an atom**: 1.931 eV/A

Each line ends with the Löwdin charge.
Positions of all 22 atoms, in Å:
C 0.06826 0.15052 1.61892  -0.174
C -0.27055 -1.27211 2.03618  -0.608
S 0.28309 -2.56215 0.89232  0.408
S -0.64206 -2.38636 -0.87820  0.340
H -0.41535 0.56723 0.74024  0.032
H 1.17007 0.22231 1.52005  0.064
H -0.23537 0.82965 2.42096  0.077
H -1.36079 -1.31697 2.18829  0.067
H 0.13224 -1.42711 3.04074  0.077
H 0.20091 -1.58439 -1.54372  -0.208
O 1.31856 0.33791 -2.01031  -0.084
H 0.84486 1.11001 -1.64813  0.022
H 1.40654 0.51376 -2.95543  0.065
O -0.81529 2.17898 -1.32997  -0.085
H -0.57770 2.81478 -0.64083  0.054
H -1.56954 1.66152 -0.96243  -0.010
O -2.76984 0.52924 -0.60561  -0.055
H -3.29251 0.37228 -1.40378  0.079
H -2.42675 -0.27470 -0.20468  0.005
O 3.18216 0.09786 0.14802  -0.082
H 2.44197 0.28316 -0.46028  -0.013
H 3.32709 -0.84542 0.03762  0.029